Molecular formula: C11H11BrCl3N3OS
Method: DFT, ωB97M-V/def2-TZVPD

Geometry as XYZ:
```
31
Properties=species:S:1:pos:R:3:forces:R:3:lowdin_charge:R:1
C -4.72707 -1.33738 -2.92673 0.1 0.0 -0.3 0.01
C -3.46460 -0.78996 -2.31898 -0.3 -0.1 0.3 -0.53
O -2.48122 -0.46074 -2.93362 0.3 0.1 -0.4 0.08
N -3.51664 -0.69491 -0.94984 0.0 0.0 0.3 0.07
C -2.41706 -0.16307 -0.20377 0.1 0.1 -0.2 -0.49
N -1.89045 -1.12071 0.72646 0.1 0.2 -0.1 0.00
C -0.61753 -1.63336 0.77306 -0.2 0.0 0.2 -0.84
S -0.41743 -3.09256 1.50334 0.0 -0.6 0.3 0.69
N 0.35595 -0.83626 0.27448 -0.7 0.5 -0.2 0.07
C 1.71817 -1.08729 0.10994 0.7 -0.2 -0.1 -0.23
C 2.26324 -2.36377 0.00657 -0.1 -0.1 -0.1 -0.05
C 3.62500 -2.51733 -0.17959 0.0 0.2 0.0 -0.07
C 4.46438 -1.42113 -0.27501 0.1 0.1 0.0 -0.14
C 3.90802 -0.15673 -0.18732 0.1 0.1 0.0 -0.68
Br 5.03060 1.37642 -0.32918 -0.1 -0.2 0.0 0.73
C 2.55247 0.02519 0.00015 0.0 -0.1 0.0 -0.07
C -2.85220 1.12090 0.54883 -0.1 0.2 -0.1 -1.50
Cl -1.45279 1.82939 1.38017 0.0 0.0 -0.1 0.64
Cl -3.51719 2.30359 -0.59551 0.1 -0.1 0.1 0.63
Cl -4.09220 0.71471 1.75727 0.0 0.0 0.0 0.62
H -4.94491 -2.32048 -2.51616 -0.1 -0.1 0.0 0.09
H -5.56079 -0.67376 -2.70825 -0.1 0.0 0.0 0.09
H -4.60252 -1.41492 -4.00248 0.0 0.0 0.0 0.09
H -4.35909 -0.93778 -0.45221 0.0 0.0 -0.1 0.13
H -1.66000 0.10662 -0.95558 -0.2 0.0 0.3 0.14
H -2.56911 -1.70820 1.19284 0.2 0.0 -0.1 0.10
H 0.10570 0.13756 0.14694 0.0 -0.2 0.0 0.09
H 1.62839 -3.22983 0.07338 0.0 0.0 0.0 0.04
H 4.03938 -3.51055 -0.25517 0.0 -0.1 0.0 0.11
H 5.52616 -1.54285 -0.41864 0.1 0.0 0.0 0.10
H 2.14264 1.02278 0.06543 0.0 0.1 0.0 0.11
```
Positions in Å, forces in eV/Å.

* multiplicity: 1
* SMILES string: CC(=O)N[C@H](NC(=S)Nc1cccc(Br)c1)C(Cl)(Cl)Cl
* E_LUMO: 0.2 eV
* maximum force: 0.87 eV/A
* highest occupied orbital energy: -8.467 eV